ORCA calculation (ωB97M-V/def2-TZVPD) on one molecule with the formula C31H42N4O2.

```
79
Properties=species:S:1:pos:R:3:forces:R:3
C -9.119330 -1.200903 0.997163 -0.123 0.149 0.085
O -8.281383 -2.197229 0.465039 0.229 -0.209 -0.105
C -6.932964 -2.031608 0.560371 0.147 -0.039 -0.026
C -6.153011 -3.054123 0.016807 -0.215 0.052 0.003
C -4.778426 -2.979749 0.056059 -0.103 0.100 0.050
C -4.136502 -1.890265 0.638211 0.095 0.064 0.185
C -2.639011 -1.794916 0.630078 -0.024 -0.014 -0.307
C -2.121296 -1.399179 -0.767767 -0.310 -0.063 0.301
C -2.517464 0.046734 -1.124491 -0.318 -0.065 -0.279
N -1.371518 0.769729 -0.635081 0.129 -0.196 0.322
C -0.269794 -0.061517 -0.709015 0.120 0.543 -0.131
N 0.875846 0.511687 -0.758286 0.186 -0.389 -0.043
C 0.613654 1.941147 -0.805979 -0.046 0.143 0.062
C -0.926987 2.101890 -0.985041 0.148 0.277 0.110
C -1.531515 3.171901 -0.069921 0.012 -0.151 -0.316
C -3.032378 3.155929 -0.127799 0.025 0.127 0.113
C -3.778451 2.742142 0.967795 0.056 0.032 -0.004
C -5.160493 2.698129 0.907709 -0.084 -0.013 0.023
C -5.816015 3.057134 -0.256626 -0.120 -0.021 0.031
C -5.082263 3.475167 -1.354046 -0.037 0.016 -0.107
C -3.701981 3.529016 -1.287366 0.014 -0.005 0.021
N -0.664924 -1.348785 -0.814951 -0.252 0.090 -0.051
C 0.153307 -2.519903 -0.607570 0.437 -0.077 -0.207
C 1.326873 -2.598056 -1.595418 -0.004 -0.257 0.131
N 2.399573 -1.710307 -1.230033 -0.189 0.023 -0.111
C 3.577238 -2.175231 -0.765118 -0.088 0.453 -0.088
O 3.868799 -3.356912 -0.753634 0.237 -0.405 0.132
C 4.512283 -1.082087 -0.269980 0.262 -0.312 -0.060
C 5.955967 -1.397523 -0.659007 0.074 0.065 0.149
C 7.020089 -0.502479 -0.014015 -0.428 -0.007 -0.019
C 7.093163 -0.668022 1.504651 0.353 -0.071 -0.174
C 8.245961 0.153916 2.075019 -0.263 0.113 0.184
C 8.075653 1.628424 1.721474 0.299 -0.093 -0.125
C 7.979168 1.806386 0.209189 -0.277 0.170 0.123
C 6.828093 0.976576 -0.353475 0.418 -0.128 -0.084
C -4.917631 -0.884175 1.183354 0.126 -0.217 -0.053
C -6.300977 -0.943908 1.149724 -0.393 0.008 -0.002
H -8.961509 -0.236605 0.502904 0.004 -0.027 0.029
H -10.136874 -1.539175 0.808057 0.055 0.070 0.036
H -8.972353 -1.085219 2.076020 0.005 0.010 -0.043
H -6.654682 -3.897482 -0.430506 -0.064 -0.110 -0.056
H -4.191662 -3.783107 -0.365699 0.068 -0.116 -0.056
H -2.299814 -1.045259 1.346671 0.062 -0.009 0.047
H -2.203155 -2.758227 0.903445 0.057 0.018 0.063
H -2.489874 -2.117912 -1.507628 -0.006 0.098 0.052
H -3.438953 0.358678 -0.630818 0.028 -0.075 -0.104
H -2.641355 0.173075 -2.211624 0.021 -0.021 0.063
H 1.180129 2.384968 -1.627774 -0.079 0.112 0.081
H 0.947468 2.406454 0.127877 -0.058 0.121 -0.051
H -1.181611 2.327778 -2.033360 0.009 -0.044 0.073
H -1.150897 4.145761 -0.386740 0.031 0.049 0.064
H -1.201512 2.986479 0.953777 0.065 0.013 -0.030
H -3.270249 2.457913 1.878760 0.075 -0.028 0.085
H -5.726522 2.386334 1.773601 -0.054 -0.039 0.077
H -6.894174 3.019917 -0.307866 -0.086 -0.003 -0.003
H -5.588370 3.765433 -2.263201 -0.040 0.026 -0.070
H -3.136879 3.869126 -2.143643 0.064 0.034 -0.105
H 0.553041 -2.546122 0.414391 -0.068 -0.089 -0.062
H -0.491989 -3.388450 -0.754722 0.000 0.040 0.044
H 1.737795 -3.611613 -1.592902 -0.106 0.118 -0.052
H 0.969065 -2.352227 -2.600770 -0.040 -0.109 0.056
H 2.116030 -0.736489 -1.084644 0.267 -0.014 0.010
H 4.191688 -0.119746 -0.666914 -0.045 0.058 0.073
H 4.418342 -1.058664 0.817866 -0.065 0.064 0.044
H 6.044414 -1.320784 -1.745753 0.025 -0.064 -0.055
H 6.152496 -2.437482 -0.389169 -0.007 0.004 -0.082
H 7.986924 -0.816988 -0.427024 0.017 0.021 0.015
H 7.227060 -1.722441 1.754958 -0.086 -0.057 0.034
H 6.160904 -0.329197 1.960440 -0.103 -0.026 0.053
H 9.190330 -0.209972 1.663113 0.073 -0.039 0.018
H 8.287461 0.034343 3.160163 0.084 -0.037 0.002
H 7.163638 2.008525 2.188207 -0.040 0.059 0.060
H 8.916696 2.205635 2.112364 -0.049 0.056 0.055
H 7.830773 2.861576 -0.032262 0.080 0.013 -0.048
H 8.916652 1.487154 -0.252617 0.060 0.023 -0.053
H 5.890065 1.333316 0.075848 -0.124 0.033 -0.008
H 6.773481 1.103651 -1.437092 -0.101 0.015 -0.053
H -4.443358 -0.033875 1.650884 0.075 0.093 0.030
H -6.869994 -0.138132 1.585366 -0.097 0.067 0.033
```
Positions in Å, forces in eV/Å.

orbital gap: 0.3298 Ha
SMILES: COc1ccc(C[C@H]2CN3C(=NC[C@@H]3Cc3ccccc3)N2CCNC(=O)CCC2CCCCC2)cc1
energy relative to the best compared isomer or geometry (same formula, charge and spin): 0.534 eV
largest force on an atom: 0.571 eV/Å
E_HOMO: -8.37 eV